C5H7I as an isolated structure. Source: the Open Molecules 2025 dataset; level of theory: wB97M-V/def2-TZVPD.

Last column: Mulliken charge in e.
Element x y z (Å)
1 C 0.97044 -0.46409 -0.81743  -0.52
2 C -1.23164 -0.85736 -0.82709  -0.43
3 C -0.16800 -0.47213 0.21326  0.47
4 C -0.23844 -0.06064 -1.65493  -0.34
5 C -0.32357 0.73342 1.04588  -1.08
6 I -0.52303 1.99517 -2.31626  0.01
7 H 1.77221 0.20425 -0.69727  0.37
8 H 1.13818 -1.54293 -1.08610  0.20
9 H -1.06303 -1.83580 -1.26604  0.23
10 H -2.32096 -0.53118 -0.61186  0.28
11 H -0.07408 0.52417 2.17860  0.28
12 H -1.37509 1.08865 1.12808  0.29
13 H 0.34297 1.58582 0.62497  0.25

Summary:
Energy above the lowest of the compared OMol25 structures with the same formula, charge and spin in kcal per mole: 53.3
Orbital gap in eV: 8.2
Total energy in a.u.: -492.26350
Molecular weight in g/mol: 194.02
F_max in eV Å⁻¹: 3.91

C30H38ORhS3 as an isolated structure. Source: the Open Molecules 2025 dataset; level of theory: wB97M-V/def2-TZVPD.

Last column: Mulliken charge in e.
Element x y z (Å)
1 Rh -0.24392 -0.01735 -0.08767  0.70
2 C 0.27460 -1.16440 -1.78628  -0.72
3 C 1.38754 -0.36170 -1.42750  0.31
4 C 0.91589 1.03866 -1.53432  0.21
5 C -0.43606 0.98880 -2.00385  0.06
6 C -0.85755 -0.34647 -2.13777  0.14
7 C -2.18343 -0.86893 -2.62370  1.69
8 C -1.96190 -1.34254 -4.06981  -1.80
9 C -3.23616 0.23711 -2.59680  -1.66
10 C -2.64330 -2.04981 -1.76319  -1.48
11 C 1.63376 2.36957 -1.32152  1.63
12 C 2.87495 2.40791 -2.22833  -1.72
13 C 2.00900 2.62658 0.15142  -1.88
14 C 0.73038 3.53051 -1.76073  -2.15
15 C 2.72170 -1.02040 -1.08088  1.98
16 C 3.52416 -0.31806 0.01519  -1.60
17 C 3.53625 -1.10504 -2.38363  -1.67
18 C 2.47090 -2.45491 -0.58357  -2.05
19 H 0.26115 -2.24049 -1.76409  0.45
20 H -1.06764 1.84686 -2.15178  0.69
21 H -1.61029 -0.52797 -4.70502  0.38
22 H -2.90363 -1.70994 -4.47894  0.47
23 H -1.23446 -2.15493 -4.11607  0.35
24 H -2.97722 1.05227 -3.27505  0.34
25 H -3.35394 0.64507 -1.59143  0.21
26 H -4.19930 -0.16240 -2.91490  0.44
27 H -1.92393 -2.87037 -1.77955  0.33
28 H -3.58541 -2.43599 -2.15320  0.49
29 H -2.80246 -1.75145 -0.72467  0.18
30 H 3.65902 1.73376 -1.89823  0.25
31 H 3.28364 3.41885 -2.22072  0.54
32 H 2.61621 2.15953 -3.25964  0.38
33 H 2.25764 1.72835 0.70823  0.26
34 H 1.18681 3.12370 0.66626  0.45
35 H 2.86579 3.30055 0.19662  0.43
36 H 0.47905 3.47661 -2.82138  0.40
37 H 1.26152 4.46716 -1.59145  0.44
38 H -0.19189 3.57094 -1.17729  0.34
39 H 3.82962 0.69045 -0.24621  0.25
40 H 4.43320 -0.89347 0.19305  0.57
41 H 2.96248 -0.29117 0.95125  0.10
42 H 3.78244 -0.12668 -2.79110  0.23
43 H 2.99002 -1.66329 -3.14646  0.35
44 H 4.46967 -1.63339 -2.18526  0.49
45 H 1.78717 -2.46951 0.26703  0.26
46 H 3.42083 -2.87953 -0.26003  0.49
47 H 2.08911 -3.10692 -1.37018  0.42
48 O 0.22650 -0.99181 1.49670  -0.65
49 C -0.66527 -0.59302 2.51976  4.56
50 C -1.63784 0.36815 1.82275  -1.93
51 C -1.32376 1.63900 1.36785  0.38
52 C -2.45878 2.32095 0.83275  -1.25
53 C -3.58367 1.56373 0.90367  -0.56
54 S -3.30683 0.02389 1.59665  -0.03
55 C -1.39852 -1.81169 3.03297  -1.16
56 C -1.71830 -2.92833 2.31911  -0.37
57 C -2.48694 -3.85567 3.07288  -0.83
58 C -2.73034 -3.41485 4.33679  -0.50
59 S -2.02055 -1.88896 4.63172  -0.06
60 C 0.09009 0.12512 3.61073  -0.91
61 C -0.36456 1.06206 4.48928  -0.24
62 C 0.62536 1.44577 5.43609  -0.74
63 C 1.80034 0.78877 5.24461  -0.55
64 S 1.72336 -0.29700 3.92536  -0.11
65 H -0.37838 2.11312 1.59819  1.09
66 H -2.43457 3.32985 0.44741  0.50
67 H -4.57605 1.83209 0.57530  0.55
68 H -1.39553 -3.08715 1.29964  0.46
69 H -2.82979 -4.80813 2.69677  0.43
70 H -3.27301 -3.91675 5.12139  0.48
71 H -1.36955 1.46308 4.46698  0.53
72 H 0.46859 2.17777 6.21414  0.44
73 H 2.71600 0.89388 5.80368  0.50

Summary:
Energy above the lowest of the compared OMol25 structures with the same formula, charge and spin in kcal per mole: 0.0
Orbital gap in eV: 6.9
Total energy in a.u.: -2546.07948
Molecular weight in g/mol: 613.74
F_max in eV Å⁻¹: 0.16
Total charge: +1

C28H33N6O6SSc as an isolated structure. Source: the Open Molecules 2025 dataset; level of theory: wB97M-V/def2-TZVPD.

Last column: Mulliken charge in e.
Element x y z (Å)
1 Sc 0.35191 0.06856 1.08793  -0.47
2 O 7.00874 -1.69765 2.75901  -0.70
3 C 6.76553 -1.05470 1.72931  0.46
4 O 7.49125 -0.60489 0.82837  -0.72
5 C 5.25510 -0.73116 1.53143  0.31
6 C 4.82851 -0.03512 0.40645  -1.21
7 C 3.48883 0.25632 0.25914  -0.26
8 N 2.58022 -0.08916 1.17907  0.35
9 C 2.98960 -0.76875 2.26894  0.82
10 C 4.30537 -1.11835 2.47332  -0.95
11 C 1.87140 -1.10168 3.22902  0.28
12 O 1.96102 -1.94180 4.08553  -0.63
13 O 0.78193 -0.39110 2.97638  -0.43
14 H 5.57555 0.25847 -0.31912  0.51
15 H 3.10994 0.78967 -0.60684  0.64
16 H 4.62768 -1.67107 3.34535  0.62
17 N 2.22554 7.03859 1.18886  -0.36
18 C 1.38803 6.46883 2.07244  -0.07
19 S 0.69360 7.27304 3.31694  -0.33
20 C 1.09953 5.02743 1.80922  0.88
21 C 1.01913 4.52772 0.51320  -0.74
22 C 0.73675 3.18775 0.32650  -0.56
23 N 0.56013 2.34589 1.34768  0.23
24 C 0.63804 2.82385 2.59904  -0.65
25 C 0.88821 4.15301 2.86899  -0.72
26 H 2.48809 7.99986 1.33374  0.22
27 H 2.79422 6.48178 0.57407  0.22
28 H 1.12742 5.16736 -0.35146  0.48
29 H 0.64895 2.75578 -0.66286  0.71
30 H 0.50788 2.09856 3.39299  0.67
31 H 0.93337 4.51309 3.88646  0.40
32 C -1.60022 -2.37434 2.55495  -1.10
33 N -2.80248 -1.92072 1.86984  0.24
34 C -3.66897 -2.98854 1.39107  -1.32
35 C -2.91312 -0.64898 1.43240  0.56
36 N -1.87238 0.15095 1.34920  0.08
37 N -4.16868 -0.23510 1.06530  0.15
38 C -4.31142 0.97270 0.27562  -1.19
39 C -5.32908 -0.56168 1.88414  -1.18
40 H -1.86712 -3.21586 3.19259  0.44
41 H -1.18737 -1.58376 3.17248  0.35
42 H -0.83877 -2.71422 1.84513  0.25
43 H -3.05607 -3.75938 0.92088  0.48
44 H -4.37286 -2.61157 0.65539  0.42
45 H -4.21876 -3.44579 2.21632  0.33
46 H -2.18533 1.10961 1.23295  0.10
47 H -3.54628 1.01099 -0.49809  0.31
48 H -4.25817 1.88505 0.88344  0.37
49 H -5.28708 0.95445 -0.20825  0.36
50 H -5.06502 -1.29200 2.64238  0.37
51 H -6.13845 -0.96273 1.27158  0.34
52 H -5.69008 0.33817 2.39009  0.40
53 C -0.78659 -2.93004 -6.54455  -1.54
54 C -0.54089 -2.38563 -5.16608  0.53
55 C -1.22492 -2.88614 -4.06835  -1.02
56 C -1.01644 -2.39081 -2.78652  0.58
57 C -1.79610 -2.98273 -1.64343  -1.11
58 C -0.10617 -1.34058 -2.61608  0.51
59 C 0.58929 -0.80592 -3.71040  0.94
60 C 1.59701 0.30248 -3.56205  -1.36
61 C 0.36683 -1.35191 -4.96527  -0.90
62 C 0.11865 -0.78636 -1.25789  1.52
63 O 0.16571 0.47251 -1.06393  -0.51
64 O 0.25199 -1.55858 -0.25268  -0.66
65 H -1.22085 -3.92815 -6.50598  0.38
66 H 0.13790 -2.97934 -7.11948  0.39
67 H -1.47882 -2.28665 -7.09207  0.29
68 H -1.93711 -3.69190 -4.20769  0.36
69 H -2.61812 -3.58709 -2.02634  0.39
70 H -2.21023 -2.20853 -0.99533  -0.12
71 H -1.15949 -3.61134 -1.01984  0.38
72 H 2.27752 0.11438 -2.73087  0.13
73 H 1.10973 1.25915 -3.37449  0.26
74 H 2.19286 0.38910 -4.46913  0.42
75 H 0.92450 -0.96324 -5.81004  0.40

Summary:
Energy above the lowest of the compared OMol25 structures with the same formula, charge and spin in kcal per mole: 2.3
Orbital gap in eV: 5.9
Total energy in a.u.: -3025.92642
Molecular weight in g/mol: 626.63
F_max in eV Å⁻¹: 0.27

A 2-piece molecular cluster, C10H22N overall. Source: the Open Molecules 2025 dataset; level of theory: wB97M-V/def2-TZVPD.

Last column: Mulliken charge in e.
Element x y z (Å)
1 C -0.17906 3.07810 0.46237  -0.78
2 C -0.17595 2.14008 -0.41791  -0.03
3 C -2.43717 0.55013 0.05140  -1.77
4 C -1.36416 -1.21480 -1.32866  -1.82
5 C -1.55582 -1.47401 1.16226  -1.63
6 C 1.55179 -1.68442 0.48958  -1.84
7 C 1.71949 -0.17205 -1.50842  -1.58
8 C 2.30839 0.65464 0.76661  -1.71
9 C -1.31019 -0.48922 0.01021  1.36
10 C 1.36228 -0.25262 -0.02583  1.25
11 N -0.01969 0.22576 0.26491  0.18
12 H -0.24068 4.10417 0.11404  0.32
13 H -0.12498 2.95702 1.53158  0.27
14 H -0.20207 2.03372 -1.47777  0.52
15 H -2.42570 1.11964 0.97599  0.38
16 H -2.38302 1.23616 -0.78916  0.44
17 H -3.39414 0.03945 -0.00987  0.50
18 H -2.35299 -1.65166 -1.43889  0.49
19 H -0.64538 -2.02498 -1.38908  0.32
20 H -1.21511 -0.53210 -2.16013  0.40
21 H -1.45326 -0.98244 2.12704  0.42
22 H -2.57436 -1.85045 1.09517  0.46
23 H -0.89263 -2.33073 1.12960  0.37
24 H 1.26388 -1.76827 1.53427  0.42
25 H 1.00306 -2.41062 -0.09955  0.33
26 H 2.60596 -1.93893 0.42046  0.54
27 H 2.68047 -0.65766 -1.65840  0.45
28 H 1.81922 0.86112 -1.83093  0.40
29 H 0.99864 -0.67546 -2.14180  0.33
30 H 2.24672 1.68803 0.42958  0.40
31 H 2.09160 0.61882 1.83363  0.45
32 H 3.33145 0.32155 0.62481  0.47
33 H -0.03658 0.48202 1.25286  0.70

Summary:
Energy above the lowest of the compared OMol25 structures with the same formula, charge and spin in kcal per mole: 0.0
Orbital gap in eV: 11.0
Total energy in a.u.: -448.66218
Molecular weight in g/mol: 156.29
F_max in eV Å⁻¹: 4.06
Total charge: +1

One molecule with the formula C6H12. Source: the Open Molecules 2025 dataset; level of theory: wB97M-V/def2-TZVPD.

Last column: Mulliken charge in e.
Element x y z (Å)
1 C 1.13931 0.90802 0.85091  -1.54
2 C -0.33535 0.80388 0.43675  0.71
3 C -0.51060 0.90887 -1.10661  -0.57
4 C -0.13557 -0.38852 -1.82323  -1.11
5 C -1.15501 -0.39999 0.77891  -0.64
6 C -0.39624 -1.55308 1.30753  -0.84
7 H 1.26186 0.77532 1.93209  0.35
8 H 1.77159 0.16480 0.35228  0.32
9 H 1.53319 1.89804 0.59289  0.41
10 H -0.87522 1.66829 0.85159  0.34
11 H -1.55388 1.15385 -1.32723  0.32
12 H 0.10757 1.74139 -1.46606  0.35
13 H 0.90697 -0.67265 -1.63705  0.27
14 H -0.27510 -0.30628 -2.90542  0.36
15 H -0.77998 -1.20310 -1.47228  0.31
16 H 0.67660 -1.64879 1.07927  0.29
17 H -0.46946 -1.34111 2.39313  0.37
18 H -0.91069 -2.50894 1.16254  0.29

Summary:
Energy above the lowest of the compared OMol25 structures with the same formula, charge and spin in kcal per mole: 88.2
Orbital gap in eV: 8.5
Total energy in a.u.: -235.67772
Molecular weight in g/mol: 84.16
F_max in eV Å⁻¹: 0.38